9
Properties=species:S:1:pos:R:3:lowdin_charge:R:1 method="wB97M-V/def2-TZVPD" smiles=SCCCl orbital_gap_ev=10.0 spin_multiplicity=1
S 1.624 -1.107 0.078 0.68
C 0.688 0.324 -0.339 -0.71
C -0.717 0.415 0.298 -0.59
Cl -1.566 -1.175 -0.081 0.49
H 0.516 -1.880 0.137 -0.20
H 0.456 0.322 -1.402 0.06
H 1.045 1.273 0.012 0.07
H -1.250 1.278 -0.174 0.08
H -0.796 0.549 1.470 0.11

9
Properties=species:S:1:pos:R:3:lowdin_charge:R:1 method="wB97M-V/def2-TZVPD" orbital_gap_ev="6.0 / 5.5" spin_multiplicity=1
C 0.600 -0.847 -0.071 -0.35
C -0.396 1.545 -0.344 -0.32
S 0.855 0.925 0.470 0.90
Cl 3.786 -0.249 0.104 -0.48
H 0.921 -0.762 -1.127 0.05
H -0.500 -1.043 0.044 0.06
H 1.080 -1.517 0.629 0.03
H -0.636 1.045 -1.355 0.08
H -0.866 2.519 -0.232 0.04

8
Properties=species:S:1:pos:R:3:lowdin_charge:R:1 method="wB97M-V/def2-TZVPD" smiles=CCF orbital_gap_ev=13.0 spin_multiplicity=1
C 0.547 -1.008 0.319 -0.11
C -0.566 -0.060 -0.037 -0.30
F -0.007 1.174 -0.305 -0.07
H 1.292 -0.974 -0.490 0.08
H 0.186 -2.078 0.414 0.09
H 0.973 -0.766 1.327 0.08
H -0.979 -0.446 -0.981 0.11
H -1.294 0.102 0.789 0.12

10
Properties=species:S:1:pos:R:3:lowdin_charge:R:1 method="wB97M-V/def2-TZVPD" orbital_gap_ev=11.9 spin_multiplicity=1
C 1.219 0.475 0.656 -0.18
C -2.023 0.114 -0.257 -0.55
N -1.493 -1.036 -0.528 0.17
F -2.177 0.521 0.978 0.14
F -2.124 1.135 -1.062 0.16
H 0.795 -0.454 0.063 0.01
H 0.881 1.558 1.137 0.06
H 1.045 -0.025 1.789 0.03
H 2.578 0.383 0.702 0.09
H -1.617 -0.927 -1.524 0.06

12
Properties=species:S:1:pos:R:3:lowdin_charge:R:1 method="wB97M-V/def2-TZVPD" orbital_gap_ev=10.1 spin_multiplicity=1
H -1.060 1.583 -0.356 0.02
N -0.079 1.770 -0.388 0.15
C 0.284 0.563 -0.289 -0.40
N -0.558 -0.503 -0.026 -0.06
N -2.019 -0.406 0.273 0.00
C 1.778 0.188 -0.128 -0.42
F 2.018 -1.042 -0.661 0.04
F 2.191 0.282 1.084 0.15
H -0.299 -1.478 0.177 0.13
H -2.547 -1.094 -0.255 0.06
H -2.024 -0.743 1.391 0.16
H 2.315 0.880 -0.822 0.16

17
Properties=species:S:1:pos:R:3:lowdin_charge:R:1 method="wB97M-V/def2-TZVPD" orbital_gap_ev="7.2 / 7.9" spin_multiplicity=1 charge=+1
C -2.010 -0.106 -0.090 -0.40
C 3.427 -0.337 -0.017 -0.67
N -3.062 0.621 -0.451 0.22
N -1.970 -0.806 1.031 0.24
N -0.937 -0.160 -0.899 -0.04
O 1.493 0.851 1.639 -0.24
O 1.631 1.756 -0.660 -0.24
O 0.131 -0.840 -0.538 -0.15
F 3.446 -1.283 0.887 0.20
F 4.407 0.516 0.147 0.21
F 3.408 -0.832 -1.229 0.21
S 1.764 0.685 0.259 0.93
H -3.886 0.671 0.125 0.14
H -3.047 1.200 -1.275 0.14
H -2.735 -0.853 1.682 0.14
H -1.150 -1.377 1.197 0.13
H -0.909 0.292 -1.809 0.18

One value per record, in order, for energy relative to the best compared isomer or geometry (same formula, charge and spin): 4.7, 235.1, 1.1, 338.6, 225.0, 0.0 kJ/mol.
One value per record, in order, for DFT total energy: -25512.209, -25509.822, -4872.282, -9076.981, -12058.204, -31745.676 eV.